The following is a quantum chemistry calculation of a 5-piece molecular cluster, C5H22N2O5 overall, from OMol25.

```
34
Properties=species:S:1:pos:R:3:lowdin_charge:R:1
C 2.352 1.984 0.179 -0.20
O 3.130 0.913 0.765 -0.09
C 0.913 1.494 -0.099 -0.35
C 0.959 1.049 -1.577 -0.18
C -0.340 0.434 -2.117 -0.20
C -0.660 -0.884 -1.474 -0.29
N 0.444 -1.859 -1.654 0.00
N -0.044 2.581 0.092 0.05
H 2.386 2.867 0.813 0.11
H 2.917 2.120 -0.737 0.11
H 0.644 0.677 0.563 0.11
H 1.831 0.413 -1.728 0.11
H 1.157 1.909 -2.232 0.12
H -0.320 0.453 -3.213 0.11
H -1.127 1.166 -1.953 0.09
H -1.480 -1.428 -1.920 0.10
H -0.891 -0.797 -0.422 0.06
H 1.067 -1.599 -2.407 0.06
H 0.960 -2.012 -0.798 0.05
H 2.611 0.455 1.436 0.05
H -0.888 2.301 0.557 0.05
H -0.222 3.133 -0.729 0.07
H -2.242 -0.077 1.755 0.00
H -1.919 -1.669 1.631 0.00
O -1.916 -0.872 2.183 -0.07
H 1.029 -1.520 2.802 0.06
H 0.212 -1.142 1.651 0.00
O 1.156 -1.254 1.880 -0.06
H -3.961 0.548 0.983 0.05
H -3.296 1.318 -0.081 0.05
O -3.449 0.391 0.175 -0.06
H -0.503 -3.491 0.976 0.07
H -1.751 -3.570 0.095 0.08
O -1.183 -2.947 0.561 -0.04
```

Gap between HOMO and LUMO (eV): 8.9
SMILES string: NCCC[C@H](N)CO.O.O.O.O
Spin multiplicity: 1
HOMO level (eV): -8.662
LUMO (eV): 0.22

***

The following is a quantum chemistry calculation of a 6-piece molecular cluster, C5H23N2O5S overall, from OMol25.

```
36
Properties=species:S:1:pos:R:3:lowdin_charge:R:1
C -1.581 -0.984 -0.953 -0.26
N -0.541 -0.559 -0.011 -0.10
C 0.835 -0.822 -0.451 -0.47
C 1.875 0.089 0.260 -0.64
S 1.656 1.916 -0.253 0.16
C 1.223 -2.306 -0.316 -0.28
N 1.362 -3.097 -1.546 -0.02
C -2.760 -1.380 -0.066 -0.13
H -1.983 -0.282 -1.728 0.12
H -1.319 -1.926 -1.522 0.11
H -0.516 0.457 0.376 0.12
H 1.039 -0.529 -1.515 0.10
H 1.690 0.038 1.417 0.06
H 2.972 -0.035 -0.001 0.05
H 0.444 -2.705 0.354 0.10
H 2.197 -2.404 0.238 0.11
H 2.127 -2.593 -2.060 0.08
H 0.578 -2.846 -2.139 0.03
H -2.658 -2.341 0.480 0.07
H -3.095 -0.618 0.725 0.10
H -3.744 -1.312 -0.536 0.05
H -0.639 3.184 0.737 -0.04
H -0.207 3.079 2.170 0.07
O -1.025 3.259 1.617 -0.14
H -2.813 3.042 1.099 0.00
H -2.744 3.286 -0.395 -0.01
O -3.304 2.964 0.273 -0.06
H -0.641 -2.118 2.638 0.04
H -0.893 -0.907 1.696 -0.01
O -0.693 -1.168 2.615 -0.07
H 0.946 -1.168 3.126 0.00
H 2.083 -1.882 2.587 -0.01
O 1.793 -1.610 3.456 -0.11
H 1.186 0.823 -4.698 0.05
H 0.011 0.774 -3.791 0.06
O 0.213 1.025 -4.771 -0.14
```

Gap between HOMO and LUMO (eV): 6.8
Total charge: -1
Spin multiplicity: 1
HOMO level (eV): -3.740
LUMO (eV): 3.04

***

The following is a quantum chemistry calculation of a 5-piece molecular cluster, C5H23N3O4 overall, from OMol25.

```
35
Properties=species:S:1:pos:R:3:lowdin_charge:R:1
C 1.645 -0.012 2.457 -0.06
C 0.382 0.672 1.875 -0.39
C -0.927 -0.181 1.848 -0.11
C -1.274 -0.914 0.446 -0.23
N -2.565 -0.473 -0.082 -0.02
N 0.673 1.268 0.563 -0.08
C 1.579 2.422 0.477 -0.22
N 2.300 2.236 -0.841 0.04
H 2.094 -0.901 2.111 0.05
H 2.499 0.688 2.458 0.06
H 1.297 -0.153 3.577 0.12
H 0.158 1.418 2.620 0.12
H -1.890 0.121 2.249 0.10
H -0.694 -0.907 2.628 0.09
H -1.462 -1.967 0.477 0.10
H -0.471 -0.622 -0.400 0.09
H -3.249 -0.812 0.466 0.03
H -2.534 0.539 -0.404 0.11
H 1.078 0.527 -0.038 0.10
H 2.309 2.378 1.345 0.11
H 1.022 3.356 0.542 0.11
H 2.921 1.468 -0.910 0.06
H 1.882 2.410 -1.661 0.00
H 0.999 -3.293 -0.008 0.03
H 0.227 -3.136 -1.235 -0.05
O 0.641 -3.787 -0.747 -0.02
H -2.418 -0.437 -2.668 -0.03
H -2.848 -1.598 -1.841 0.01
O -2.557 -1.347 -2.722 -0.05
H -0.217 -0.381 -2.300 -0.04
H 0.425 -1.691 -2.806 0.05
O 0.476 -1.004 -2.155 -0.06
H 0.124 1.477 -2.069 -0.06
H -0.882 1.327 -1.117 0.08
O -0.743 1.305 -2.133 -0.03
```

Gap between HOMO and LUMO (eV): 9.8
SMILES string: C[C@H](CCN)NCN.O.O.O.O
Spin multiplicity: 1
HOMO level (eV): -9.192
LUMO (eV): 0.60

***

The following is a quantum chemistry calculation of a 5-piece molecular cluster, C5H23N3O4 overall, from OMol25.

```
35
Properties=species:S:1:pos:R:3:lowdin_charge:R:1
C 2.522 0.305 -1.644 -0.09
C 1.074 0.659 -1.293 -0.22
C -0.025 -0.283 -1.706 -0.21
C -1.376 0.366 -1.628 -0.16
N -1.924 0.383 -0.273 0.06
C -2.138 -0.708 0.454 -0.08
N -2.380 -0.707 1.767 0.20
N 3.468 -0.199 -0.467 0.22
H 2.799 1.292 -1.977 0.12
H 2.612 -0.224 -2.570 0.13
H 0.901 1.084 -0.256 0.14
H 0.856 1.671 -1.764 0.14
H 0.173 -0.414 -2.829 0.16
H 0.230 -1.279 -1.330 0.09
H -1.308 1.449 -1.847 0.14
H -2.080 0.038 -2.428 0.15
H -2.163 1.326 0.078 0.09
H -1.952 -1.655 -0.075 0.17
H -2.722 -1.432 2.308 0.11
H -2.363 0.175 2.233 0.06
H 3.902 0.623 -0.046 0.16
H 4.179 -0.802 -0.860 0.16
H 2.794 -0.596 0.218 0.09
H 1.417 -0.633 2.414 0.05
H 2.909 -1.020 2.512 0.10
O 2.181 -0.815 1.889 -0.03
H -2.321 1.748 4.001 0.07
H -2.007 0.276 4.228 0.05
O -1.712 1.054 3.754 -0.04
H -3.961 2.436 0.457 0.09
H -3.265 3.494 -0.252 0.10
O -3.036 2.734 0.335 -0.05
H 2.309 -3.673 -1.234 0.07
H 0.826 -3.620 -1.137 0.04
O 1.582 -3.054 -1.030 -0.06
```

Gap between HOMO and LUMO (eV): 11.4
Total charge: +2
Spin multiplicity: 1
HOMO level (eV): -16.863
LUMO (eV): -5.50

***

The following is a quantum chemistry calculation of a 7-piece molecular cluster, C5H23NO6 overall, from OMol25.

```
35
Properties=species:S:1:pos:R:3:lowdin_charge:R:1
C -0.487 0.303 2.950 -0.11
C -0.404 -0.253 1.524 -0.25
C -1.667 0.257 0.817 -0.18
C -1.811 0.163 -0.690 -0.41
C -2.894 0.664 -1.311 -0.01
N -0.746 -0.392 -1.422 0.10
H -0.037 1.278 3.160 0.07
H 0.027 -0.306 3.711 0.08
H -1.496 0.477 3.299 0.06
H 0.431 0.153 0.961 0.07
H -0.418 -1.345 1.435 0.11
H -2.560 -0.277 1.147 0.12
H -1.924 1.279 1.133 0.12
H -3.709 1.117 -0.752 0.06
H -3.040 0.556 -2.378 0.05
H -1.070 -0.737 -2.314 0.08
H -0.205 -1.045 -0.867 0.05
H 2.264 -2.084 0.378 0.01
H 1.344 -3.351 0.277 0.06
O 1.675 -2.586 -0.192 -0.03
H 2.384 -0.992 2.015 0.00
H 3.932 -1.508 1.755 0.04
O 3.276 -1.134 2.337 -0.04
H 1.037 -2.377 -2.471 0.02
H -0.244 -2.801 -3.276 0.03
O 0.343 -3.032 -2.566 -0.06
H -1.445 1.602 -2.894 -0.02
H 0.044 1.712 -3.391 0.03
O -0.867 1.588 -3.672 -0.07
H -0.003 2.321 -1.314 0.01
H 0.644 3.583 -0.579 0.06
O 0.663 2.631 -0.697 -0.03
H 3.058 1.230 1.405 0.03
H 1.717 1.746 0.832 -0.01
O 2.189 1.558 1.647 -0.06
```

Gap between HOMO and LUMO (eV): 8.6
SMILES string: C=C(N)CCC.O.O.O.O.O.O
Spin multiplicity: 1
HOMO level (eV): -8.353
LUMO (eV): 0.30

***

The following is a quantum chemistry calculation of C5H23NO7S as an isolated structure, from OMol25.

```
37
Properties=species:S:1:pos:R:3:lowdin_charge:R:1
C 1.615 0.905 0.956 -0.28
C 0.824 2.238 1.046 -0.69
S 0.566 2.858 2.745 0.36
C 0.762 -0.274 1.430 -0.23
N 0.258 -1.180 0.337 -0.07
C -1.114 -1.053 -0.096 -0.24
C -1.501 0.103 -1.033 -0.27
O -0.839 0.047 -2.277 -0.10
H 2.558 0.965 1.504 0.08
H 1.925 0.674 -0.076 0.10
H 1.381 2.966 0.457 0.04
H -0.160 2.083 0.615 0.01
H 1.357 -0.944 2.074 0.09
H -0.127 0.008 2.009 0.09
H 0.840 -1.040 -0.503 0.04
H -1.799 -1.096 0.773 0.11
H -1.401 -2.018 -0.579 0.11
H -1.324 1.018 -0.464 0.08
H -2.575 0.058 -1.290 0.11
H 0.190 4.966 3.014 -0.10
H -1.140 5.248 2.458 0.01
O -0.551 5.633 3.114 -0.20
H -1.423 -2.899 -3.946 0.02
H -2.266 -1.958 -2.988 0.01
O -2.301 -2.693 -3.612 -0.07
H -1.348 4.720 4.633 -0.01
H -1.677 3.363 4.044 -0.05
O -1.898 3.933 4.802 -0.15
H 1.263 -2.344 -2.800 0.00
H 0.905 -3.955 -3.861 -0.04
O 1.439 -3.587 -3.158 -0.32
H 1.312 -4.479 -1.879 -0.03
H 1.355 -4.019 -0.432 -0.02
O 1.281 -4.847 -0.918 -0.17
H 0.092 -0.249 -2.162 0.03
H 2.081 -1.806 -1.688 0.02
O 1.439 -1.342 -2.247 -0.24
```

Gap between HOMO and LUMO (eV): 6.8
Total charge: -2
Spin multiplicity: 1
HOMO level (eV): -1.451
LUMO (eV): 5.39